Entry 1:
Molecular formula: C43H44HfN6O5Se
Method: DFT, ωB97M-V/def2-TZVPD

Output
Charge = +2
Relative energy (zero: lowest compared OMol25 entry of this formula, charge and spin) = 22.33 kcal/mol
Frontier orbital gap = 6.523 eV
E = -4818.8716 hartree
Lowest unoccupied orbital energy = -6.710 eV
E_HOMO = -13.2 eV

CARTESIAN COORDINATES (ANGSTROEM)
Se -1.3566 -0.9908 0.5601
H -0.1698 4.5867 1.6984
H 1.3312 0.7800 3.8881
H -5.8567 1.5592 1.4905
H -0.6944 1.9205 -4.9044
C -3.2755 3.0377 3.2557
H -2.4948 2.2731 3.1990
H 2.3200 -0.6920 -3.8375
H 2.3116 -5.3954 -0.4262
H -0.2752 3.6221 -4.8155
H 6.5287 -1.9430 3.3423
C 0.3836 -1.9475 -6.3125
H -1.1466 3.0196 -2.5903
C -0.1760 2.6149 -2.8938
C 0.3088 -3.5001 2.9936
H 2.7076 1.0574 -0.2379
H 0.1912 -1.8233 -7.3688
C 0.5541 2.5947 1.9160
H 0.9712 6.3411 0.9343
H -5.0365 3.6770 2.1956
C 1.9923 3.0559 -0.4304
H 0.2400 -4.9614 4.5553
C -3.9846 0.4801 1.4175
O 4.4665 -1.7614 3.5499
C -4.7780 2.6499 -3.4060
C -5.5982 2.8133 -2.2794
C 1.0536 -1.3957 3.5506
H -2.9835 1.7732 -4.1998
N -2.2620 0.5076 -1.7458
H -0.0797 -4.1618 2.2274
H 1.1915 -3.3975 6.2540
C -3.3313 1.3143 -2.1136
O 3.1258 -1.9477 1.1837
C 0.4933 -3.9428 4.3004
C -1.0897 0.2149 -2.5662
H -0.7808 -0.7936 -2.3046
C -4.2550 2.9226 2.0947
C 2.0664 1.8258 0.1928
Hf 1.3273 -1.5368 0.4841
C 2.9790 -4.3454 1.4030
C 0.0259 1.2203 -2.3068
H 0.9805 2.3978 -4.7090
C 1.2759 0.0058 3.1243
H -0.0438 2.4006 2.7969
H 2.5256 3.2436 -1.3514
H -3.7376 3.1542 1.1592
C -4.1426 1.4580 -0.9933
C 3.4132 -3.0806 1.8623
C 1.0114 -3.0730 5.2390
C 4.1544 -2.9932 3.0438
C 4.1246 -5.4063 3.2458
C -4.8992 1.5382 2.0061
H -1.4235 0.1876 -3.6029
H 3.0824 -6.4690 1.7080
C -2.4112 0.1607 -0.4676
H -6.4922 3.4146 -2.3635
C 1.1963 4.0610 0.1121
C -0.3199 -2.9028 -5.5903
C 0.4878 3.8302 1.2893
C 1.3487 1.6007 1.3593
C -3.6265 1.8992 -3.3420
C 2.2135 -4.4934 0.1768
H 1.6741 -1.0355 5.5612
O 1.1339 5.3136 -1.8827
H -1.0546 -3.5230 -6.0836
H 0.5696 3.2863 -2.4531
C -5.3042 2.2316 -1.0647
H -3.7825 2.9139 4.2128
C 0.8706 -2.2609 -3.6097
H -3.0746 0.4258 2.0158
H 5.6945 -1.1012 2.0035
C 1.2860 -1.7590 4.8590
H 5.0707 -4.0566 4.6349
N 1.4809 -3.5357 -0.2711
H -5.9596 2.3850 -0.2265
H -5.0552 3.1229 -4.3370
N 1.3427 0.2741 1.8820
N 0.5888 -2.2572 2.6085
H -5.1307 1.1780 3.0125
N 1.0543 -3.5903 -1.6277
H -4.4463 -0.5092 1.4410
H 5.8816 -0.3036 3.5897
H 4.4220 -6.2972 3.7778
C 4.4969 -4.1522 3.7222
C 1.3372 -1.1553 -5.6882
C 5.7253 -1.2515 3.0843
C -0.0395 2.6405 -4.4099
H 0.9455 0.7873 -2.7056
C 3.3793 -5.5012 2.0890
C -0.0732 -3.0699 -4.2385
H -2.7824 4.0089 3.2691
O 1.5123 -1.3113 -1.4986
C 1.1407 -2.4204 -2.1735
H 1.8973 -0.4281 -6.2582
N -3.5223 0.7328 0.0388
H -0.6047 -3.8181 -3.6678
O 0.8647 6.4701 -0.0144
C 1.0617 5.3246 -0.6889
C 1.5776 -1.3030 -4.3320
H 0.1588 1.2851 -1.2208

Force components x, y, z for each atom (eV/Å):
Se -0.28 -0.37 0.43
H 0.00 0.04 0.00
H 0.02 -0.02 0.00
H 0.04 -0.01 0.00
H -0.06 -0.05 0.00
C 0.06 -0.03 0.05
H 0.00 -0.02 -0.02
H 0.03 0.00 0.01
H -0.01 0.01 0.02
H 0.01 0.06 0.02
H 0.02 0.03 -0.02
C -0.01 0.01 -0.03
H -0.02 -0.01 0.01
C 0.03 -0.03 0.11
C -0.06 -0.12 -0.02
H -0.07 -0.01 0.08
H 0.00 -0.01 -0.04
C 0.04 0.05 -0.10
H 0.01 0.05 0.10
H 0.01 0.00 0.06
C 0.02 0.08 0.18
H 0.00 -0.02 0.00
C 0.09 -0.05 -0.01
O -0.08 -0.09 -0.03
C -0.03 0.01 0.04
C 0.01 0.01 -0.05
C 0.06 0.51 0.01
H 0.03 0.01 -0.04
N -0.06 0.05 0.04
H 0.04 -0.01 0.05
H 0.00 -0.02 0.03
C 0.03 0.01 -0.11
O -0.13 -0.29 0.35
C -0.02 0.02 -0.11
C -0.12 -0.04 0.01
H -0.02 0.05 -0.03
C -0.01 0.02 -0.06
C 0.29 0.05 -0.01
Hf -0.32 1.40 -0.22
C -0.01 -0.22 -0.09
C -0.05 -0.06 -0.10
H 0.06 -0.02 -0.01
C -0.03 -0.29 0.02
H -0.02 -0.03 -0.02
H 0.04 0.03 0.01
H -0.03 0.01 -0.03
C 0.00 0.00 0.10
C -0.03 0.14 -0.26
C 0.03 0.10 -0.05
C 0.00 -0.15 0.12
C -0.09 0.00 -0.12
C 0.00 -0.06 0.06
H 0.09 0.05 -0.03
H 0.00 -0.04 -0.02
C 0.10 0.27 -0.07
H -0.02 0.01 -0.01
C -0.01 -0.11 0.06
C 0.01 0.00 0.03
C 0.05 -0.04 -0.08
C -0.06 -0.13 0.23
C -0.02 -0.01 0.13
C 0.18 0.06 0.02
H 0.00 0.02 0.03
O 0.03 0.12 0.03
H -0.03 -0.01 -0.02
H -0.29 -0.17 -0.29
C 0.05 -0.05 -0.05
H -0.02 0.00 0.01
C -0.07 -0.05 0.05
H -0.09 -0.05 0.02
H 0.04 0.00 0.01
C -0.19 -0.25 -0.07
H 0.02 0.00 0.03
N -0.02 -0.11 -0.65
H -0.02 -0.01 0.00
H -0.01 0.01 -0.02
N 0.18 0.17 0.15
N 0.44 0.10 0.19
H -0.02 0.06 0.01
N 0.14 -0.25 0.39
H -0.06 0.06 0.00
H 0.01 0.01 0.00
H 0.01 -0.04 0.02
C 0.01 0.13 0.00
C 0.00 -0.01 0.05
C -0.01 -0.02 -0.03
C 0.00 0.00 -0.04
H 0.01 0.06 0.01
C 0.06 0.02 0.13
C 0.06 0.01 -0.05
H -0.01 0.05 -0.02
O 0.09 -0.75 0.07
C 0.17 0.06 -0.13
H 0.01 0.04 -0.03
N -0.07 -0.01 -0.22
H -0.02 -0.02 0.03
O -0.06 -0.19 -0.11
C 0.15 0.31 0.06
C -0.08 0.01 -0.04
H -0.11 -0.04 -0.13

Entry 2:
Molecular formula: C43H45N5O7P3PbS
Method: DFT, ωB97M-V/def2-TZVPD

Output
Charge = +1
Relative energy (zero: lowest compared OMol25 entry of this formula, charge and spin) = 127.37 kcal/mol
Frontier orbital gap = 5.418 eV
E = -4081.0674 hartree
Lowest unoccupied orbital energy = -3.930 eV
E_HOMO = -9.3 eV

CARTESIAN COORDINATES (ANGSTROEM)
C 4.3337 -15.4232 -10.7922
H 6.6263 -11.4630 -12.3005
C 11.5433 -18.7072 -9.5040
C 14.8546 -15.4295 -15.1760
C 19.5720 -16.5050 -15.6790
H 12.0755 -21.8162 -11.8537
H 2.7842 -14.8945 -7.1828
H 14.8659 -13.0434 -12.2165
C 10.1591 -18.1673 -9.2480
C 21.3360 -14.8431 -15.4968
N 13.7601 -16.1086 -14.9166
C 13.1411 -11.1193 -10.3854
C 8.7630 -12.3646 -7.3149
Pb 11.7669 -15.5653 -13.3274
C 12.2103 -16.5793 -18.6090
P 6.3559 -13.5159 -10.3046
C 5.7559 -9.0660 -10.0158
P 12.9324 -13.9851 -10.6771
C 18.2389 -16.8936 -15.7682
H 13.9972 -11.2693 -9.7018
H 14.8000 -20.8008 -9.3953
H 4.8453 -13.6965 -7.9024
H 11.1174 -13.9880 -16.9558
H 2.8085 -17.0097 -11.0003
O 11.4714 -14.3304 -11.0595
C 5.8443 -11.8506 -10.3290
C 4.3379 -14.3513 -8.5955
H 4.8081 -15.6135 -11.7444
C 12.9782 -20.4709 -10.4943
H 10.0494 -17.1286 -9.6477
C 11.5621 -17.5523 -17.9229
H 13.6043 -22.4563 -11.2834
C 5.0577 -11.2728 -9.3018
O 13.9011 -14.8151 -11.7672
C 19.9364 -15.2370 -15.3892
H 14.8982 -18.3557 -6.8587
C 10.5928 -16.0518 -16.4692
H 5.8632 -8.0168 -9.8072
C 15.0435 -18.4997 -7.9355
H 17.8943 -17.8059 -16.3350
H 10.4917 -12.6335 -11.4176
C 19.0016 -14.2405 -15.0682
C 7.3068 -13.5919 -8.8175
C 5.0225 -9.8882 -9.1298
H 16.9268 -13.7438 -15.0551
N 10.7095 -17.2984 -16.9368
C 14.1172 -17.4464 -14.7984
C 6.2518 -9.5753 -11.2518
H 12.4922 -14.4135 -18.7529
C 12.6395 -18.2582 -8.7969
C 13.8556 -18.9659 -8.7612
O 12.3562 -10.7342 -13.4323
O 13.5552 -14.2577 -9.3587
C 13.1176 -21.5502 -11.5913
C 13.3033 -12.2559 -11.3366
H 9.4096 -18.8176 -9.7466
H 15.9470 -19.1120 -8.0858
H 12.4295 -17.4306 -8.1186
H 14.9629 -14.3769 -15.2314
O 12.0131 -13.2042 -13.7810
C 2.6510 -16.0212 -9.0698
C 12.0302 -15.2853 -18.2182
H 13.3464 -18.1776 -14.6054
C 17.6744 -14.5629 -15.1632
C 3.1766 -16.1630 -10.3795
H 1.9235 -16.7074 -8.6394
O 10.6842 -11.8333 -12.0112
C 7.9737 -12.4499 -8.4724
H 15.4135 -17.5103 -8.2388
H 4.4148 -11.9492 -8.7142
H 6.7040 -15.5664 -8.1268
C 4.8812 -14.4901 -9.8927
H 6.6736 -8.8531 -11.9544
H 12.7198 -10.7932 -14.3532
C 13.9291 -20.1625 -9.5063
S 9.6151 -15.7897 -15.1321
H 11.6449 -18.6558 -18.1133
P 12.0340 -12.0959 -12.7512
H 4.3914 -9.4645 -8.3709
H 9.4237 -11.5123 -7.0873
H 8.1047 -15.4121 -5.9720
H 13.2877 -10.1532 -10.8884
O 14.6237 -12.1671 -11.9219
C 3.2194 -15.0360 -8.2023
C 17.2799 -15.9173 -15.4078
H 10.9436 -20.0035 -11.1837
N 22.4119 -14.4461 -15.5382
H 9.4510 -13.5442 -5.6264
N 11.2117 -15.0002 -17.1389
H 13.5807 -21.2355 -12.5316
C 11.8184 -19.7292 -10.5137
H 16.0008 -18.5303 -14.9863
N 15.9219 -16.3089 -15.2781
H 14.2556 -15.6301 -11.4025
H 19.2850 -13.2625 -14.7763
H 8.0069 -11.6174 -9.1648
C 8.0429 -14.5840 -6.7048
C 15.4266 -17.6053 -14.9973
H 12.7861 -16.8920 -19.4576
C 7.3136 -14.6762 -7.8679
C 8.7364 -13.4395 -6.4183
H 20.3211 -17.2441 -15.7929
H 9.8734 -18.1924 -8.1767
H 12.1791 -11.2238 -9.8162
C 6.2907 -10.9769 -11.4210

Force components x, y, z for each atom (eV/Å):
C -1.23 0.10 1.48
H 0.62 -0.20 -0.70
C 0.90 -1.45 -1.79
C 0.70 -2.58 0.14
C -0.89 -1.45 -0.38
H 0.55 -0.10 -0.01
H 0.53 -0.19 -0.97
H 0.19 -0.50 -0.04
C -0.62 0.07 -0.58
C -0.56 -0.09 0.59
N -0.24 0.32 0.13
C 0.09 -0.33 1.28
C -0.07 -0.51 0.56
Pb -0.10 0.60 0.59
C 1.05 0.92 -1.06
P 0.23 -2.48 -2.36
C -0.42 -1.03 -0.78
P 0.75 -0.31 1.45
C -1.43 0.85 -0.45
H -0.55 0.31 0.07
H 0.07 0.12 -0.08
H -0.11 -0.01 0.12
H -0.45 -1.12 0.65
H 0.23 0.91 0.35
O 1.36 0.40 -0.17
C -0.99 3.65 -1.20
C -0.04 0.18 -0.68
H -0.10 0.10 -0.10
C 0.23 -0.16 -0.63
H -0.03 -0.69 0.47
C -1.95 -2.29 1.70
H 0.36 -0.34 0.38
C 0.07 -0.05 -0.64
O -0.69 0.20 -1.08
C 1.25 1.91 0.58
H -0.39 -0.45 -0.17
C -0.43 0.78 -0.26
H -0.18 0.30 -0.03
C 0.76 0.44 -0.12
H 0.63 0.73 1.36
H 0.20 0.99 -0.77
C -0.25 -1.13 -0.82
C -0.41 -1.08 2.57
C 0.62 -0.30 -1.15
H 0.62 -0.94 0.26
N 1.02 -0.18 -0.14
C -1.38 0.58 -0.06
C -0.09 -0.54 1.62
H -0.58 -0.97 0.70
C -0.22 -0.01 0.89
C -0.06 -0.72 -0.17
O 0.44 0.79 -1.67
O -1.00 0.34 -0.65
C -1.23 0.44 0.41
C -0.47 -1.16 -2.54
H 0.40 0.47 0.10
H -0.57 -0.25 0.14
H 0.52 0.00 -0.02
H -0.08 0.59 -0.17
O 0.27 -0.58 -0.05
C 1.31 1.00 -0.35
C -0.32 1.06 0.15
H 0.20 -0.13 0.06
C -1.41 -0.58 0.36
C 0.60 -0.63 0.69
H -0.14 0.26 -0.51
O -0.69 -1.04 0.63
C 1.85 1.08 0.55
H -0.48 0.01 -0.29
H 0.67 0.68 -0.01
H 0.61 0.54 0.38
C -0.39 -0.60 0.34
H -0.17 -0.50 0.00
H -0.51 0.05 1.30
C 0.51 0.83 -0.35
S -0.27 0.63 0.43
H 0.13 1.28 -0.29
P 0.90 -0.55 1.32
H 0.10 0.22 0.34
H -0.60 -0.34 -0.31
H -0.23 0.44 -0.70
H -0.39 -0.29 0.17
O -0.90 0.34 0.39
C -1.14 -1.29 0.23
C 1.16 0.17 -0.45
H 1.27 0.23 0.73
N 0.10 -0.07 -0.14
H 0.07 0.64 0.63
N 1.39 -0.47 -1.73
H 0.17 0.36 0.32
C -2.57 1.16 1.16
H 0.09 0.66 -0.03
N -0.90 0.30 0.29
H 0.21 -0.05 0.54
H 0.41 0.75 -0.06
H -0.12 0.12 0.05
C -0.63 -1.17 0.28
C 1.14 0.68 -0.57
H 0.43 0.44 -0.25
C -0.77 0.08 -1.81
C 1.27 0.70 -0.78
H 0.70 -0.51 -0.60
H 0.46 0.22 -0.53
H 0.93 0.48 -0.52
C -0.89 -0.10 2.84

Question: Among the records above, which one has the lowest relative energy (zero: lowest compared OMol25 entry of this formula, charge and spin)?
Answer: C43H44HfN6O5Se

Question: What is the formula in the second record?
Answer: C43H45N5O7P3PbS